A cluster of 7 separate species, C6H25N12O7 in total in a non-equilibrium geometry. Source: the Open Molecules 2025 dataset; level of theory: ωB97M-V/def2-TZVPD.

Properties
Charge   -1
Electronic energy   -38845.869 eV
LUMO level   2.39 eV
HOMO-LUMO gap   9.079 eV
Energy above the lowest of the compared OMol25 structures with the same formula, charge and spin   4.619 eV
Spin multiplicity   1
HOMO   -6.688 eV

Structure (XYZ):
```
50
Properties=species:S:1:pos:R:3:mulliken_charge:R:1
O 0.447 0.287 -0.280 -0.9138
H 1.320 0.678 -0.480 0.8800
C 1.533 1.953 2.630 0.3661
O 2.070 2.535 3.521 -0.7376
N 1.737 0.726 2.404 -0.2060
N 0.693 2.447 1.740 -0.2902
H 2.504 0.310 2.914 0.1798
H 1.301 0.294 1.602 -0.0521
H 0.458 3.427 1.672 0.1843
H 0.493 1.758 1.030 0.3157
C 1.317 -2.813 0.826 0.2647
O 1.702 -3.927 1.099 -0.7372
N 2.047 -1.726 0.909 -0.1064
N 0.216 -2.583 0.132 -0.0063
H 1.631 -0.884 0.538 0.1322
H 2.999 -1.699 1.246 0.1695
H -0.597 -3.182 0.125 0.2263
H 0.219 -1.615 -0.158 -0.2581
C -2.273 -1.018 3.175 0.6155
O -3.166 -0.716 2.400 -0.8108
N -2.436 -1.683 4.262 -0.3971
N -1.098 -0.648 3.078 -0.1217
H -1.658 -1.854 4.884 0.1542
H -3.396 -1.882 4.506 0.2562
H -0.818 -0.569 2.111 -0.0931
H -0.582 -1.097 3.821 0.2081
C 0.774 -1.665 -3.286 0.3368
O 1.004 -2.104 -4.408 -0.7615
N -0.424 -1.501 -2.815 -0.1786
N 1.574 -0.914 -2.599 -0.1178
H -0.555 -1.230 -1.851 0.1831
H -1.200 -1.841 -3.364 0.2018
H 2.568 -1.071 -2.685 0.2270
H 1.195 -0.532 -1.745 0.3220
C -2.800 0.247 -0.979 0.3588
O -4.001 0.160 -1.056 -0.7748
N -2.019 0.847 -1.844 -0.0988
N -2.118 -0.370 -0.069 0.0488
H -2.424 1.408 -2.580 0.2069
H -1.026 0.886 -1.666 0.0615
H -2.577 -0.537 0.815 0.3055
H -1.153 -0.076 -0.107 -0.1651
C 0.944 2.899 -2.857 0.4287
O 1.149 3.168 -4.035 -0.7289
N 1.709 2.145 -2.132 -0.2957
N -0.116 3.367 -2.212 -0.3844
H 2.497 1.868 -2.700 0.2536
H 1.254 1.490 -1.513 -0.0964
H -0.110 2.943 -1.296 0.2376
H -0.809 3.896 -2.722 0.2074
```


A cluster of 5 separate species, C6H25N2O4 in total in a non-equilibrium geometry. Source: the Open Molecules 2025 dataset; level of theory: ωB97M-V/def2-TZVPD.

Properties
Charge   +1
Electronic energy   -17790.116 eV
LUMO level   -2.64 eV
HOMO-LUMO gap   9.521 eV
Energy above the lowest of the compared OMol25 structures with the same formula, charge and spin   3.322 eV
Spin multiplicity   1
HOMO   -12.159 eV

Structure (XYZ):
```
37
Properties=species:S:1:pos:R:3:mulliken_charge:R:1
C 0.271 1.700 0.031 -0.9796
N -0.438 1.246 1.232 -0.2416
C -1.883 0.960 0.990 0.3074
C -2.379 0.016 2.100 -1.2510
C 1.766 1.507 0.242 0.3668
N 2.350 0.122 0.695 0.0315
C 1.663 -0.641 1.787 -0.7976
C 2.530 1.911 -1.013 -1.4481
H -0.086 1.017 -0.793 0.1960
H -0.056 2.725 -0.108 0.4168
H -0.370 1.847 2.043 0.2288
H -2.550 1.812 1.106 0.4447
H -1.880 0.598 -0.043 -0.4015
H -1.987 0.364 3.093 0.2983
H -2.017 -0.993 1.904 0.2197
H -3.443 -0.117 2.044 0.4258
H 2.020 2.350 0.948 0.2187
H 2.402 -0.472 -0.123 0.4476
H 3.233 0.479 1.046 0.4188
H 1.922 -1.673 1.613 0.3451
H 0.580 -0.508 1.671 0.2678
H 2.117 -0.332 2.779 0.3020
H 3.365 2.578 -0.898 0.4305
H 1.928 2.687 -1.539 0.3704
H 2.909 1.211 -1.766 0.3565
H 0.671 -3.445 1.284 0.3053
H -0.201 -3.563 0.056 0.3061
O -0.089 -3.038 0.858 -0.6058
H 1.347 -1.476 -1.789 0.3117
H 0.162 -1.492 -0.729 0.3086
O 1.041 -1.819 -0.939 -0.6064
H -3.146 0.794 -1.529 0.3593
H -3.815 -0.497 -1.997 0.2770
O -3.082 -0.167 -1.461 -0.6517
H -1.820 -0.677 -3.896 0.3000
H -1.339 -0.714 -2.511 0.3376
O -0.999 -0.564 -3.399 -0.6152
```


A cluster of 5 separate species, C6H25N2O4 in total in a non-equilibrium geometry. Source: the Open Molecules 2025 dataset; level of theory: ωB97M-V/def2-TZVPD.

Properties
Charge   +1
Electronic energy   -17787.932 eV
LUMO level   -3.08 eV
HOMO-LUMO gap   8.641 eV
Energy above the lowest of the compared OMol25 structures with the same formula, charge and spin   5.506 eV
Spin multiplicity   1
HOMO   -11.723 eV

Structure (XYZ):
```
37
Properties=species:S:1:pos:R:3:mulliken_charge:R:1
N 0.171 1.241 1.588 -0.1941
C 1.542 1.635 1.109 -0.8470
C 2.013 0.949 -0.405 -0.7312
N 1.381 -0.285 -0.480 0.4671
C 2.236 -1.445 0.019 -1.1870
C -0.592 -1.302 -1.348 -0.2588
C 0.575 -0.642 -1.795 -0.0649
C 1.461 -1.497 -2.706 -1.3057
H -0.583 1.376 0.919 0.2626
H 0.259 0.153 1.671 0.3702
H -0.165 1.710 2.454 0.4110
H 2.207 1.071 1.811 0.3628
H 1.789 2.727 0.903 0.4429
H 1.412 1.844 -0.878 0.2842
H 3.133 1.001 -0.406 0.3411
H 2.868 -0.919 0.786 0.3491
H 1.537 -2.133 0.451 0.3508
H 2.936 -2.044 -0.676 0.3661
H -1.219 -0.619 -0.798 -0.4784
H -1.325 -1.403 -2.305 0.3536
H -0.321 -2.273 -0.893 0.4435
H 0.389 0.305 -2.305 0.2604
H 1.747 -1.178 -3.584 0.5277
H 0.775 -2.230 -2.943 0.4465
H 2.324 -1.825 -2.098 0.0463
H -2.834 2.288 1.942 0.2264
H -2.340 1.448 3.082 0.3147
O -2.148 1.784 2.133 -0.5396
H -1.116 -1.975 3.137 0.2986
H -2.020 -1.247 2.134 0.1613
O -1.145 -1.503 2.266 -0.5124
H -1.818 2.568 -1.647 0.2822
H -0.956 1.442 -2.335 0.2999
O -1.047 1.982 -1.557 -0.5194
H -3.044 -0.274 0.552 0.2084
H -4.118 -0.646 1.510 0.3478
O -3.963 -0.083 0.694 -0.5868
```